a:
Computed, not measured: a structure of composition C33H32OP2Ru, with ωB97M-V with the def2-TZVPD basis set.

XYZ file:
```
69
Properties=species:S:1:pos:R:3:lowdin_charge:R:1
Ru 0.638 -0.262 0.322 1.039
C 0.809 3.325 0.586 -0.010
C 1.188 1.947 1.029 -0.288
C 2.246 1.228 0.382 -0.091
C 2.723 -0.009 0.865 -0.129
C 2.036 -0.653 1.909 -0.150
C 0.876 -0.058 2.446 -0.129
C 0.508 1.275 2.058 -0.044
H -0.251 3.525 0.737 0.093
H 1.061 3.493 -0.460 0.096
H 1.362 4.056 1.179 0.112
H 2.715 1.664 -0.491 0.144
H 3.557 -0.494 0.376 0.136
H 2.347 -1.635 2.239 0.120
H 0.292 -0.582 3.190 0.138
H -0.366 1.728 2.509 0.146
C -0.453 -3.548 0.329 -0.344
C -1.815 -2.881 0.591 -0.384
P -2.933 -2.817 -0.901 1.079
C -2.757 -1.207 -1.747 -0.325
C -3.437 -1.209 -2.977 -0.085
C -3.583 -0.073 -3.754 -0.050
C -3.007 1.118 -3.338 -0.049
C -2.291 1.147 -2.154 -0.029
C -2.188 0.002 -1.384 -0.304
C -4.516 -2.574 -0.059 -0.400
C -5.312 -3.709 0.101 -0.100
C -6.520 -3.621 0.782 -0.064
C -6.941 -2.403 1.290 -0.062
C -6.158 -1.266 1.121 -0.067
C -4.949 -1.351 0.451 -0.085
P 0.812 -2.451 -0.401 0.997
C 2.412 -3.253 -0.265 -0.358
C 2.778 -3.941 0.894 -0.101
C 4.035 -4.515 0.989 -0.048
C 4.932 -4.404 -0.066 -0.039
C 4.572 -3.721 -1.220 -0.047
C 3.316 -3.145 -1.323 -0.077
C 0.434 -2.162 -2.133 -0.387
C 0.608 -0.846 -2.535 -0.145
C 0.252 -0.431 -3.808 -0.050
C -0.263 -1.367 -4.693 -0.033
C -0.427 -2.696 -4.303 -0.032
C -0.093 -3.098 -3.019 -0.064
H -0.561 -4.434 -0.302 0.093
H -0.028 -3.897 1.274 0.080
H -1.713 -1.926 1.112 0.055
H -2.372 -3.524 1.276 0.090
H -3.887 -2.140 -3.306 0.112
H -4.143 -0.118 -4.678 0.120
H -3.107 2.018 -3.930 0.121
H -1.821 2.070 -1.824 0.123
H -1.613 1.022 0.143 0.109
H -4.995 -4.657 -0.315 0.101
H -7.135 -4.502 0.901 0.114
H -7.887 -2.333 1.810 0.114
H -6.497 -0.314 1.506 0.110
H -4.353 -0.457 0.311 0.097
H 2.085 -4.057 1.721 0.102
H 4.311 -5.061 1.881 0.120
H 5.910 -4.859 0.009 0.122
H 5.266 -3.647 -2.046 0.120
H 3.033 -2.631 -2.234 0.108
H 1.110 -0.124 -1.866 0.082
H 0.385 0.599 -4.112 0.122
H -0.537 -1.063 -5.694 0.124
H -0.824 -3.419 -5.003 0.124
H -0.239 -4.128 -2.718 0.118
O -1.497 0.108 -0.146 -0.110
```

Kohn-Sham gap (eV): 5.82
HOMO energy (Ha): -0.4883
Total charge: +2
Multiplicity: 1


b:
Computed, not measured: a structure of composition C33H32OP2Ru, with ωB97M-V with the def2-TZVPD basis set.

XYZ file:
```
69
Properties=species:S:1:pos:R:3:lowdin_charge:R:1
Ru 1.230 1.008 0.779 1.019
C 1.717 4.790 1.178 -0.009
C 2.051 3.372 1.532 -0.274
C 3.010 2.629 0.808 -0.024
C 3.347 1.322 1.172 -0.158
C 2.700 0.714 2.257 -0.204
C 1.699 1.415 2.950 -0.098
C 1.414 2.742 2.591 -0.029
H 0.667 5.012 1.366 0.092
H 1.950 5.013 0.138 0.097
H 2.301 5.474 1.799 0.112
H 3.491 3.092 -0.046 0.146
H 4.111 0.777 0.632 0.132
H 2.993 -0.279 2.565 0.109
H 1.169 0.960 3.775 0.140
H 0.626 3.270 3.116 0.150
C 0.140 -2.150 0.974 -0.342
C -1.147 -1.331 1.210 -0.379
P -2.178 -1.212 -0.347 1.083
C -2.253 0.508 -1.014 -0.313
C -3.045 0.456 -2.177 -0.104
C -3.366 1.576 -2.923 -0.051
C -2.881 2.810 -2.521 -0.051
C -2.088 2.893 -1.394 -0.025
C -1.775 1.758 -0.655 -0.285
C -3.831 -1.275 0.411 -0.407
C -4.463 -2.518 0.420 -0.103
C -5.712 -2.658 1.014 -0.066
C -6.328 -1.559 1.590 -0.063
C -5.704 -0.318 1.576 -0.064
C -4.459 -0.172 0.985 -0.083
P 1.472 -1.142 0.210 0.969
C 3.047 -1.975 0.458 -0.356
C 3.344 -2.635 1.653 -0.101
C 4.575 -3.249 1.819 -0.045
C 5.517 -3.206 0.800 -0.036
C 5.228 -2.552 -0.390 -0.045
C 3.997 -1.939 -0.565 -0.079
C 1.180 -0.905 -1.557 -0.370
C 1.548 0.341 -2.118 -0.122
C 1.093 0.677 -3.383 -0.054
C 0.320 -0.218 -4.111 -0.034
C -0.002 -1.459 -3.580 -0.036
C 0.410 -1.795 -2.298 -0.099
H -0.072 -3.056 0.406 0.091
H 0.569 -2.475 1.926 0.078
H -0.923 -0.388 1.719 0.050
H -1.800 -1.907 1.867 0.088
H -3.430 -0.507 -2.493 0.108
H -3.989 1.485 -3.801 0.119
H -3.114 3.707 -3.078 0.120
H -1.713 3.863 -1.075 0.122
H -0.744 2.914 0.451 0.084
H -3.990 -3.374 -0.045 0.100
H -6.204 -3.621 1.016 0.113
H -7.304 -1.666 2.045 0.114
H -6.194 0.539 2.021 0.111
H -3.985 0.802 0.966 0.103
H 2.622 -2.691 2.460 0.104
H 4.795 -3.768 2.742 0.121
H 6.475 -3.691 0.930 0.122
H 5.956 -2.532 -1.189 0.121
H 3.768 -1.454 -1.506 0.107
H 2.214 1.024 -1.589 0.082
H 1.369 1.629 -3.815 0.119
H -0.017 0.048 -5.103 0.123
H -0.582 -2.163 -4.160 0.125
H 0.129 -2.751 -1.881 0.104
O -0.950 1.970 0.484 -0.071
```

Kohn-Sham gap (alpha / beta) (eV): 5.35 / 5.26
HOMO energy (alpha / beta) (Ha): -0.4835 / -0.4835
Total charge: +2
Multiplicity: 1


The relative energies come out as a 0.0; b 25.1, with values in kcal/mol.


a:
Computed, not measured: a cluster of 2 separate species, CH5OS in total, with ωB97M-V with the def2-TZVPD basis set.

XYZ file:
```
8
Properties=species:S:1:pos:R:3:lowdin_charge:R:1
C -1.408 0.542 0.018 -0.749
S -0.286 -0.231 1.270 -0.079
H -2.419 0.718 0.409 -0.025
H -1.009 1.528 -0.245 -0.030
H -1.417 -0.147 -0.827 -0.039
H 2.007 0.706 -1.924 0.018
H 1.021 -0.361 -1.582 -0.008
O 1.864 -0.233 -2.032 -0.088
```

Kohn-Sham gap (eV): 6.51
HOMO energy (Ha): -0.0808
Total charge: -1
Multiplicity: 1


b:
Computed, not measured: a cluster of 2 separate species, CH5OS in total, with ωB97M-V with the def2-TZVPD basis set.

XYZ file:
```
8
Properties=species:S:1:pos:R:3:lowdin_charge:R:1
S 1.711 -0.042 -0.430 -0.121
H 1.814 -1.358 -0.637 -0.435
C -1.941 0.036 -0.061 -0.231
O -1.020 0.154 1.006 -0.238
H -1.455 -0.372 -0.950 0.050
H -2.359 1.010 -0.319 0.055
H -2.744 -0.636 0.243 0.054
H -0.110 0.149 0.585 -0.134
```

Kohn-Sham gap (eV): 7.28
HOMO energy (Ha): -0.1081
Total charge: -1
Multiplicity: 1


The relative energies come out as a 6.1; b 0.0, with values in kcal/mol.


a:
Computed, not measured: the molecule C7H8N4OS, with ωB97M-V with the def2-TZVPD basis set.

XYZ file:
```
21
Properties=species:S:1:pos:R:3:lowdin_charge:R:1
C -2.067 1.543 -2.192 -0.051
C -0.811 2.152 -1.945 -0.088
C -2.408 0.434 -1.404 -0.056
C 0.046 1.711 -0.993 -0.046
C -1.469 -0.129 -0.546 -0.012
C -0.224 0.471 -0.351 -0.247
C 1.133 -2.031 2.094 -0.800
N 1.881 -1.046 2.403 -0.003
N 2.569 -0.298 1.564 -0.002
N 1.833 0.191 0.664 -0.076
N 0.627 -0.215 0.473 -0.011
O 0.406 -2.601 3.111 -0.029
S 1.068 -3.018 0.654 0.842
H -2.835 1.770 -2.824 0.065
H -0.433 3.056 -2.374 0.097
H -3.261 -0.077 -1.444 0.061
H 0.852 2.323 -0.899 0.066
H -1.633 -0.956 -0.030 0.061
H 2.186 1.016 0.264 0.142
H 0.697 -2.190 3.961 0.129
H 1.842 -2.107 -0.186 -0.041
```

Kohn-Sham gap (alpha / beta) (eV): 7.57 / 7.56
HOMO energy (alpha / beta) (Ha): -0.2778 / -0.2778
Multiplicity: 1


b:
Computed, not measured: the molecule C7H8N4OS, with ωB97M-V with the def2-TZVPD basis set.

XYZ file:
```
21
Properties=species:S:1:pos:R:3:lowdin_charge:R:1
C 2.645 0.421 0.183 -0.057
C 2.115 -0.921 0.170 -0.085
C 1.765 1.498 -0.006 -0.080
C 0.810 -1.099 -0.039 -0.079
C 0.441 1.281 -0.340 -0.016
C -0.027 -0.044 -0.391 -0.262
C -3.214 0.232 0.532 -0.850
N -3.459 -1.043 0.486 -0.027
N -2.833 -1.909 -0.183 0.021
N -1.688 -1.483 -0.596 -0.075
N -1.357 -0.250 -0.475 -0.014
O -3.311 0.807 1.731 0.001
S -3.686 1.377 -0.706 0.824
H 3.664 0.424 0.163 0.058
H 2.784 -1.771 0.400 0.116
H 2.023 2.509 -0.058 0.083
H 0.547 -2.096 0.119 0.087
H -0.134 2.163 -0.519 0.103
H -1.063 -2.177 -0.887 0.128
H -2.980 0.184 2.430 0.146
H -4.062 0.233 -1.558 -0.021
```

Kohn-Sham gap (alpha / beta) (eV): 7.48 / 7.48
HOMO energy (alpha / beta) (Ha): -0.2710 / -0.2710
Multiplicity: 1


The relative energies come out as a 0.0; b 6.5, with values in kcal/mol.